{"formula": "C3H8NO", "method": "ωB97M-V/def2-TZVPD", "e_lumo_ev": -5.1537, "charge": 1, "homo_lumo_gap_ev": 9.53, "homo_ha": -0.5395, "elements": ["C", "C", "C", "N", "O", "H", "H", "H", "H", "H", "H", "H", "H"], "coordinates": [[1.00, 0.53, 0.33], [1.76, 1.43, -0.53], [-2.00, -1.26, -0.17], [-0.74, -1.03, 0.50], [0.00, -0.08, -0.08], [1.62, 0.49, 1.72], [2.77, 1.04, -0.66], [1.30, 1.56, -1.51], [1.89, 2.40, -0.04], [-2.22, -2.33, -0.15], [-2.82, -0.71, 0.29], [-1.89, -0.95, -1.21], [-0.69, -1.10, 1.51]], "nbo_charge": [0.484, -0.747, -0.443, -0.262, -0.213, 0.236, 0.295, 0.267, 0.288, 0.245, 0.215, 0.239, 0.396]}

=====

{"formula": "C22H57O10Sr", "method": "ωB97M-V/def2-TZVPD", "e_lumo_ev": -4.7063, "charge": 1, "homo_lumo_gap_ev": 6.46, "homo_ha": -0.4102, "elements": ["Sr", "O", "C", "O", "O", "H", "C", "C", "C", "O", "H", "H", "H", "H", "H", "H", "H", "H", "C", "C", "C", "O", "H", "H", "H", "H", "H", "H", "H", "H", "C", "C", "C", "O", "H", "H", "H", "H", "H", "H", "H", "H", "C", "C", "C", "O", "H", "H", "H", "H", "H", "H", "H", "H", "C", "C", "C", "O", "H", "H", "H", "H", "H", "H", "H", "H", "C", "C", "C", "O", "H", "H", "H", "H", "H", "H", "H", "H", "C", "C", "C", "O", "H", "H", "H", "H", "H", "H", "H", "H"], "coordinates": [[-1.74, 0.98, 3.29], [0.79, -0.16, -0.05], [0.05, 0.37, 0.95], [-1.06, 0.90, 0.70], [0.44, 0.18, 2.14], [1.49, -0.62, 0.44], [1.64, -5.48, -1.20], [2.17, -4.99, 0.16], [1.25, -4.01, 0.87], [2.27, -6.10, 1.03], [2.22, -6.36, -1.46], [1.73, -4.73, -1.98], [0.58, -5.74, -1.12], [3.12, -4.47, 0.00], [1.62, -3.77, 1.87], [0.26, -4.48, 0.99], [0.95, -3.14, 0.29], [2.99, -6.69, 0.78], [0.72, -0.37, 5.42], [-0.52, -0.93, 6.09], [-0.63, -0.62, 7.58], [-1.68, -0.38, 5.41], [0.84, -0.72, 4.39], [1.61, -0.63, 6.00], [0.72, 0.72, 5.38], [-0.48, -2.02, 5.96], [-0.59, 0.45, 7.77], [0.11, -1.12, 8.20], [-1.63, -0.91, 7.90], [-2.43, -0.46, 6.01], [-3.84, -0.95, -0.96], [-4.98, -0.18, -0.26], [-6.35, -0.60, -0.73], [-4.87, -0.46, 1.16], [-3.94, -0.92, -2.05], [-3.80, -1.99, -0.64], [-2.89, -0.45, -0.75], [-4.76, 0.87, -0.44], [-6.59, -0.19, -1.71], [-7.08, -0.13, -0.06], [-6.47, -1.68, -0.69], [-4.60, 0.34, 1.60], [-0.65, -0.47, -4.97], [-0.95, -0.44, -3.46], [-1.19, -1.83, -2.91], [0.18, 0.14, -2.82], [0.22, -1.11, -5.11], [-0.45, 0.55, -5.30], [-1.54, -0.89, -5.43], [-1.88, 0.12, -3.27], [-0.32, -2.48, -3.05], [-2.03, -2.32, -3.41], [-1.41, -1.82, -1.83], [0.08, 0.08, -1.86], [-2.83, 5.11, -1.41], [-3.00, 3.62, -1.17], [-2.05, 2.82, -2.04], [-2.74, 3.33, 0.23], [-3.47, 5.72, -0.76], [-3.11, 5.39, -2.42], [-1.78, 5.39, -1.26], [-4.02, 3.31, -1.40], [-2.03, 3.06, -3.11], [-2.23, 1.75, -1.94], [-1.00, 3.02, -1.80], [-2.11, 2.59, 0.19], [3.90, -0.93, 2.44], [4.73, -0.15, 1.44], [3.97, 1.01, 0.84], [5.92, 0.33, 2.08], [3.10, -1.45, 1.90], [3.51, -0.27, 3.22], [4.46, -1.75, 2.90], [5.03, -0.79, 0.60], [3.46, 0.83, -0.11], [4.69, 1.77, 0.50], [3.33, 1.52, 1.56], [6.37, -0.44, 2.44], [3.22, 4.01, -3.98], [2.71, 2.72, -3.39], [2.40, 2.84, -1.91], [1.50, 2.42, -4.14], [3.20, 3.94, -5.07], [4.26, 4.21, -3.71], [2.64, 4.90, -3.73], [3.36, 1.87, -3.63], [1.86, 1.98, -1.50], [1.77, 3.71, -1.70], [3.31, 2.99, -1.32], [0.97, 1.73, -3.71]], "lowdin_charge": [1.775, 0.103, -0.772, -0.110, -0.148, 0.112, -0.048, -0.498, -0.068, -0.049, 0.077, 0.076, 0.081, 0.133, 0.073, 0.084, 0.066, 0.093, -0.055, -0.444, -0.030, -0.222, 0.063, 0.103, 0.089, 0.150, 0.094, 0.098, 0.088, 0.104, -0.061, -0.460, -0.047, -0.062, 0.085, 0.091, 0.048, 0.128, 0.088, 0.083, 0.089, 0.046, -0.024, -0.485, -0.061, -0.067, 0.088, 0.078, 0.083, 0.110, 0.083, 0.087, 0.056, 0.050, -0.056, -0.472, -0.054, -0.085, 0.079, 0.086, 0.086, 0.129, 0.101, 0.055, 0.085, 0.016, -0.056, -0.488, -0.061, -0.041, 0.059, 0.078, 0.081, 0.139, 0.061, 0.088, 0.085, 0.087, -0.064, -0.463, -0.056, -0.086, 0.081, 0.082, 0.081, 0.138, 0.049, 0.080, 0.072, 0.039]}

=====

{"formula": "C3H5NS2", "method": "ωB97M-V/def2-TZVPD", "e_lumo_ev": 0.4287, "smiles": "N#C[C@H](S)CS", "homo_lumo_gap_ev": 10.03, "homo_ha": -0.3528, "elements": ["N", "C", "C", "S", "C", "S", "H", "H", "H", "H", "H"], "coordinates": [[1.96, -1.14, 0.95], [1.09, -0.82, 0.27], [0.09, -0.21, -0.55], [0.82, 0.63, -1.95], [-0.68, 0.76, 0.37], [-1.68, -0.15, 1.54], [-0.54, -1.01, -0.99], [-0.38, 1.09, -2.39], [-1.32, 1.43, -0.14], [0.06, 1.40, 0.93], [-0.76, -1.04, 1.77]], "nbo_charge": [-0.281, 0.257, -0.478, 0.042, -0.526, 0.004, 0.269, 0.124, 0.234, 0.235, 0.118]}

=====

{"formula": "C4H8S2Si", "method": "ωB97M-V/def2-TZVPD", "e_lumo_ev": -2.9643, "homo_lumo_gap_ev": 5.54, "homo_ha": -0.3124, "elements": ["C", "C", "C", "C", "Si", "S", "S", "H", "H", "H", "H", "H", "H", "H", "H"], "coordinates": [[2.92, 2.14, -0.30], [2.58, 1.28, -1.16], [-0.32, -1.19, 0.98], [-1.99, 0.80, -0.90], [-0.39, 0.48, 0.08], [0.12, 2.02, 1.36], [1.32, 0.02, -1.47], [2.54, 2.86, 0.39], [3.18, 0.97, -2.11], [0.77, -1.69, 0.91], [-0.58, -1.07, 2.05], [-1.07, -1.95, 0.79], [-2.15, 1.81, -1.04], [-2.27, 0.26, -1.71], [-2.82, 0.51, -0.25]], "nbo_charge": [0.096, -0.483, -1.159, -1.101, 1.305, -0.659, -0.096, 0.275, 0.341, 0.254, 0.255, 0.242, 0.247, 0.240, 0.244]}